Record 1
{
  "formula": "C36H47BrN3O",
  "method": "ωB97M-V with the def2-TZVPD basis set",
  "e_tot_ev": -114656.7131,
  "max_force_ev_per_a": 2.58,
  "molar_mass_g_mol": 617.696,
  "total_charge": -1,
  "homo_ev": -3.74,
  "gap_ev": 5.428,
  "symbols": ["C", "C", "C", "C", "C", "C", "C", "C", "C", "C", "C", "C", "C", "C", "C", "C", "C", "C", "C", "O", "C", "C", "C", "C", "C", "C", "C", "C", "C", "C", "C", "C", "N", "C", "C", "N", "C", "C", "N", "C", "H", "H", "H", "H", "H", "H", "H", "H", "H", "H", "H", "H", "H", "H", "H", "H", "H", "H", "H", "H", "H", "H", "H", "H", "H", "H", "H", "H", "H", "H", "H", "H", "H", "H", "H", "H", "H", "H", "H", "H", "H", "H", "H", "H", "H", "H", "H", "Br"],
  "xyz": [[4.603, 3.773, 1.886], [4.919, 2.311, 1.510], [5.592, 2.160, 0.109], [4.791, 1.228, -0.841], [5.532, -0.070, -1.219], [5.354, -1.225, -0.225], [3.885, -1.501, 0.152], [3.568, -2.979, 0.493], [2.338, -3.534, -0.261], [1.268, -4.127, 0.667], [-0.013, -4.383, -0.149], [-1.245, -4.654, 0.713], [-1.875, -3.368, 1.344], [-1.479, -2.078, 0.648], [-2.071, -1.724, -0.532], [-1.685, -0.521, -1.197], [-2.392, -0.195, -2.494], [-3.771, 0.518, -2.217], [-3.852, 1.796, -3.101], [-3.797, 0.794, -0.815], [-4.794, 1.733, -0.426], [-5.328, 1.261, 0.923], [-6.705, 1.158, 1.105], [-7.168, 0.727, 2.348], [-6.303, 0.390, 3.379], [-4.932, 0.508, 3.161], [-4.432, 0.936, 1.939], [-0.713, 0.282, -0.648], [-0.312, 1.506, -1.407], [-1.035, 2.698, -1.307], [-0.546, 3.753, -2.061], [0.583, 3.657, -2.858], [1.260, 2.511, -2.979], [0.785, 1.500, -2.260], [-0.099, -0.042, 0.596], [0.861, 0.801, 1.082], [1.368, 0.382, 2.215], [0.962, -0.783, 2.901], [0.041, -1.597, 2.448], [-0.495, -1.230, 1.248], [5.366, 4.224, 2.527], [3.666, 3.805, 2.451], [4.482, 4.421, 1.014], [3.991, 1.737, 1.503], [5.617, 1.924, 2.258], [5.589, 3.155, -0.344], [6.634, 1.841, 0.197], [3.791, 1.022, -0.452], [4.651, 1.789, -1.770], [6.598, 0.151, -1.349], [5.176, -0.368, -2.213], [5.927, -1.019, 0.688], [5.799, -2.119, -0.680], [3.249, -1.091, -0.639], [3.688, -0.914, 1.057], [3.481, -3.065, 1.580], [4.442, -3.576, 0.207], [2.683, -4.355, -0.898], [1.891, -2.748, -0.875], [1.595, -5.100, 1.055], [1.078, -3.492, 1.535], [0.189, -5.307, -0.713], [-0.172, -3.614, -0.907], [-1.997, -5.148, 0.088], [-1.012, -5.358, 1.519], [-2.962, -3.460, 1.241], [-1.684, -3.307, 2.414], [-2.835, -2.382, -0.936], [-2.579, -1.129, -3.033], [-1.788, 0.439, -3.141], [-4.591, -0.177, -2.455], [-3.459, 2.639, -2.555], [-4.895, 1.961, -3.362], [-3.325, 1.632, -4.035], [-4.305, 2.706, -0.306], [-5.647, 1.774, -1.108], [-7.390, 1.389, 0.298], [-8.244, 0.629, 2.478], [-6.708, 0.042, 4.322], [-4.255, 0.222, 3.962], [-3.361, 1.002, 1.785], [-1.921, 2.780, -0.692], [-1.067, 4.706, -2.023], [0.918, 4.518, -3.427], [1.321, 0.552, -2.352], [2.163, 0.982, 2.658], [1.431, -1.027, 3.851], [-3.887, 4.341, -4.293]]
}



Record 2
{
  "formula": "C36H47CaN5P2",
  "method": "ωB97M-V with the def2-TZVPD basis set",
  "e_tot_ev": -82556.2628,
  "de_lowest_kj_mol": 81.3,
  "max_force_ev_per_a": 3.47,
  "molar_mass_g_mol": 651.833,
  "homo_ev": -7.05,
  "gap_ev": 6.526,
  "symbols": ["Ca", "C", "C", "C", "C", "C", "C", "C", "C", "C", "H", "H", "H", "H", "H", "H", "H", "H", "H", "H", "H", "H", "H", "H", "H", "P", "P", "N", "N", "N", "N", "C", "C", "C", "C", "C", "C", "C", "C", "C", "C", "C", "C", "C", "C", "C", "C", "C", "C", "H", "H", "H", "H", "H", "H", "H", "H", "H", "H", "H", "H", "H", "H", "H", "H", "H", "H", "H", "H", "C", "N", "C", "C", "C", "C", "C", "C", "C", "C", "H", "H", "H", "H", "H", "H", "H", "H", "H", "H", "H", "H"],
  "xyz": [[0.443, -1.882, -0.722], [-1.349, 3.297, -0.921], [-2.023, 2.381, -1.630], [-1.709, 2.077, -3.069], [-0.405, 1.285, -3.331], [0.790, 2.108, -3.750], [1.113, 3.349, -3.395], [0.242, 4.418, -2.810], [-0.254, 4.250, -1.342], [1.754, -3.581, 0.055], [-1.532, 3.329, 0.157], [-2.702, 1.676, -1.130], [-1.642, 3.026, -3.605], [-2.566, 1.496, -3.454], [-0.173, 0.662, -2.437], [-0.607, 0.600, -4.179], [1.515, 1.537, -4.345], [2.128, 3.686, -3.517], [-0.624, 4.594, -3.475], [0.896, 5.323, -2.759], [0.623, 4.004, -0.735], [-0.549, 5.247, -0.997], [1.265, -3.536, 1.043], [2.756, -3.116, 0.112], [1.801, -4.629, -0.261], [1.563, -1.170, -6.528], [-2.065, -0.514, -6.468], [2.866, -0.053, -6.858], [2.221, -2.454, -7.623], [-2.098, 1.148, -7.075], [-3.641, -1.021, -7.327], [0.432, -0.493, -7.851], [-0.972, -1.129, -7.833], [3.881, 0.264, -5.940], [4.812, 1.083, -6.572], [4.367, 1.276, -7.920], [3.173, 0.589, -8.060], [2.349, -3.795, -7.252], [2.838, -4.520, -8.336], [2.996, -3.602, -9.424], [2.616, -2.349, -8.961], [-1.726, 2.295, -6.367], [-1.591, 3.352, -7.247], [-1.966, 2.870, -8.534], [-2.202, 1.516, -8.413], [-4.514, -0.412, -8.232], [-5.406, -1.360, -8.736], [-5.105, -2.600, -8.091], [-4.000, -2.377, -7.275], [0.846, -0.698, -8.852], [0.394, 0.601, -7.712], [-1.449, -0.953, -8.810], [-0.942, -2.221, -7.687], [3.836, -0.106, -4.926], [5.710, 1.500, -6.138], [4.855, 1.839, -8.706], [2.517, 0.540, -8.915], [2.063, -4.115, -6.263], [3.053, -5.577, -8.359], [3.333, -3.826, -10.428], [2.565, -1.415, -9.500], [-1.544, 2.241, -5.316], [-1.242, 4.342, -6.998], [-2.092, 3.441, -9.439], [-2.448, 0.786, -9.164], [-4.437, 0.635, -8.485], [-6.174, -1.188, -9.479], [-5.643, -3.534, -8.193], [-3.447, -3.072, -6.664], [2.265, -0.015, 1.708], [0.877, -0.209, 1.256], [0.388, 1.092, 0.760], [0.092, -0.635, 2.466], [-1.327, -0.989, 2.117], [-2.386, -0.750, 3.027], [-3.695, -1.055, 2.632], [-3.936, -1.623, 1.377], [-2.839, -1.959, 0.539], [-1.572, -1.597, 0.909], [2.291, 0.695, 2.560], [2.854, 0.393, 0.879], [2.669, -0.981, 2.031], [-0.613, 1.014, 0.321], [0.349, 1.836, 1.578], [1.097, 1.470, 0.007], [0.621, -1.500, 2.903], [0.110, 0.162, 3.229], [-2.166, -0.311, 4.008], [-4.526, -0.829, 3.304], [-4.956, -1.842, 1.040], [-3.011, -2.525, -0.379]]
}